[1]
Formula: C21H60F6O9P
Source: OMol25
Level of theory: ωB97M-V with the def2-TZVPD basis set

Positions of all 97 atoms, in Å:
H 2.1634 -0.2238 3.7405
H 1.8460 -1.3968 -5.8948
H -2.8362 -3.5470 0.4186
C -2.6264 0.5987 2.8539
H 2.4468 0.1691 -6.5484
H -1.5044 5.8009 -1.7992
O -3.2684 -3.8026 -0.4134
H 5.4126 -3.3305 1.7876
H -4.2318 -0.1993 -2.0102
C -2.3732 -0.1654 -4.9059
C 1.5686 0.6934 3.7176
H 0.7107 3.0859 4.7507
C 4.6275 -3.2277 2.5375
O 2.3833 2.4277 0.6023
O 0.9900 1.6632 -4.9820
C -1.2130 -4.0255 2.9804
C -1.0560 3.0858 -2.4029
F 1.6366 -1.3074 -0.5150
H -2.9725 0.6016 -5.4159
H 0.0912 6.3882 -2.2870
F -1.5300 -0.7597 -0.0861
H 2.3995 -2.9208 0.2622
O -2.0034 -3.0781 2.2360
H 0.1470 -5.6476 2.6419
O 0.9918 4.0176 -3.2391
F 0.3752 0.5253 -0.0854
H -5.6897 -0.8170 1.9817
F -0.2436 -2.6268 -0.4374
H -1.3623 -2.5477 1.7327
H -2.7136 -3.4318 -1.1115
C -3.4777 0.1759 -2.7027
H -2.3382 1.0998 3.7832
H 2.3218 0.3098 -4.1532
C 3.0333 2.6279 -0.6511
H 1.1518 0.7790 2.7146
O 3.1708 -3.3326 0.6795
P 0.0401 -1.0450 -0.2762
H -1.8528 -0.1394 2.6534
H 3.9212 0.6680 -0.7547
O -2.3294 -1.8774 -3.2415
H 0.5423 -4.1582 1.7336
H -1.1733 -2.6921 4.6617
H -1.9090 3.3339 -1.7707
C -0.3903 4.3292 -2.9753
F -0.1175 -0.8485 -1.8742
C -3.1590 -0.8549 -3.7968
H 2.1934 4.0192 4.5171
O -3.7633 -1.3371 3.7352
H -0.0744 5.1702 -1.0505
H 0.7085 -0.2951 -6.6584
H 0.8290 2.1151 -4.1415
C -4.7643 -0.2707 1.7840
H 3.5500 -1.5687 1.7229
H -0.7545 -5.2440 1.2140
H -2.0261 -0.8334 -5.6936
H 0.7586 0.5441 4.4364
H -0.8423 4.5895 -3.9415
C -3.9720 -0.0938 3.0813
H -1.5370 0.3849 -4.4708
H 4.9573 1.8778 0.0346
H -2.6302 1.3347 2.0490
C 1.3762 0.3122 -4.7079
H -4.6407 0.4856 3.7262
H 0.1146 -3.9051 4.7382
H 4.9608 -2.6921 3.4252
H 4.4336 -4.2642 2.8388
C 4.2431 1.7099 -0.7729
H 2.8345 1.7517 5.0989
C -0.4573 -3.2632 4.0657
H -0.3562 2.5145 -1.7903
H 2.5116 -2.7656 2.5581
H -3.3213 -1.9345 3.1077
C 3.3797 -2.6344 1.9059
H 1.3399 4.7025 -3.8168
H 1.7801 1.6794 0.5221
H 0.6368 -0.1895 -4.0830
C 1.6199 -0.3417 -6.0640
H 4.7930 1.8926 -1.7007
C -0.2641 -4.8027 2.0835
H 3.0842 2.2609 2.3036
F 0.2090 -1.2682 1.3242
H 2.3530 2.4448 -1.4837
O 3.5018 2.0501 3.1657
H -4.0758 -1.3100 -4.1708
H 0.2151 -2.5309 3.6139
H 3.3486 3.6707 -0.6605
H -4.9777 0.6952 1.3249
H -1.4306 2.4518 -3.2067
C 1.6098 3.1809 4.1340
C -0.4773 5.4963 -2.0179
C 2.4310 1.8900 4.0931
H 1.2815 3.4465 3.1252
H -1.9377 -4.7082 3.4278
H -2.5737 0.3758 -2.1259
H -4.2244 -0.8915 1.0589
H -3.8190 1.1128 -3.1473
H -1.7344 -1.3928 -2.6502

Properties
charge = -1
E_HOMO = -7.5 eV
gap between HOMO and LUMO = 9.83 eV
2S+1 = 1


[2]
Formula: C21H62GaN26O15
Source: OMol25
Level of theory: ωB97M-V with the def2-TZVPD basis set

Positions of all 125 atoms, in Å:
N -5.5026 -5.8200 -6.0526
O -5.7036 -3.6804 -4.0442
O 9.3957 1.5245 4.7168
H 6.0506 3.4922 -6.6252
N 5.5281 3.0950 -5.8696
H -0.3047 4.5669 -1.8946
C 1.2701 4.5708 1.2988
O -3.7667 1.8053 0.7225
H 10.2222 -0.8855 2.8144
C -3.0960 2.4578 -2.7640
H -1.5433 3.6390 2.0691
H -3.3839 -2.3544 0.5464
H -5.0265 -8.5926 -7.6170
H -4.4037 -0.5223 -4.8369
H 2.8298 4.8727 -5.9889
N 4.0966 -1.5978 3.3368
O 1.0453 3.9141 2.3126
H 7.2801 1.7471 6.5923
H -4.7590 -1.5300 -3.2754
C -4.6711 -3.5555 -3.3799
H 0.3834 5.6320 -0.2812
N 1.5609 -1.8077 9.4520
N -2.5769 -1.7854 0.3750
O -7.5080 -0.1455 -5.0027
C 1.9783 -0.7464 8.7018
N -7.4771 -2.3426 -4.4464
O 0.4272 5.3133 -4.5765
H -1.9905 -0.3412 -4.2827
C -7.9658 -1.0672 -4.3535
H 4.8593 -1.2506 3.8863
C -0.7638 1.5364 -2.9040
H 3.4481 1.1568 5.4699
C -4.9109 1.2797 -3.7949
H 3.2907 4.4245 1.3715
N -4.2204 -2.3288 -2.9961
O -1.2912 -3.1690 1.6618
C -2.7785 2.1078 1.3696
H -5.1092 3.1328 -2.7170
C -2.6987 0.4008 -3.9545
N -6.3176 -9.1906 -2.1915
H -7.0555 -9.8310 -2.4088
H 2.8074 1.1998 2.4015
H 2.7267 5.3207 0.0055
O 5.7600 1.5758 4.6743
H -3.0871 -4.5137 -2.4365
H 2.1679 4.0654 -2.7624
C -4.0462 0.3029 -4.2467
N 6.1654 5.2312 7.6126
H -6.4204 -7.5714 -7.6515
N -0.3761 -1.3133 0.6860
H 5.4813 5.7256 8.1519
H 1.7131 0.1218 6.8919
N 4.1243 1.2357 6.2093
Ga 0.6352 4.0993 -3.1260
H -9.3694 0.0261 -3.3704
H 9.1669 5.5495 6.5069
H 6.0862 1.5132 7.8302
O -0.3857 1.0130 -1.8703
N 3.4241 0.5543 2.8635
H -6.7118 -2.4953 -5.0757
N 6.3216 1.5917 6.8577
N -2.3739 3.4034 1.5537
N 3.7479 4.5471 -6.2515
C -4.4504 2.3548 -3.0613
H -2.1574 0.2274 1.7652
C 0.0686 2.2307 -3.8598
N -6.8238 -7.8899 -4.0388
O 3.6432 3.0388 -4.5875
H -6.6219 -7.0794 -4.6044
H 4.2276 4.9787 -7.0165
H 7.2884 0.3020 4.4095
H -7.5686 -8.5068 -4.2968
O 7.6462 6.9239 7.9115
H 3.9667 -2.5864 3.2378
H -2.9102 4.1268 1.1143
H 8.0656 4.2460 6.2430
H 0.8976 -2.4857 9.1300
H 0.9379 1.6444 -4.1326
H 0.7669 -1.3054 7.0824
H 1.9465 -1.8986 10.3723
O -3.6945 -7.1950 -6.0609
H -5.7475 -9.3545 -1.3841
C -4.8177 -6.9376 -6.4445
N 2.5319 4.8171 0.8493
H 3.8241 1.1410 7.1671
O 2.2851 -1.2282 2.0285
H -9.3819 -1.6413 -2.9165
H -7.8276 -3.1131 -3.9114
C 9.2600 0.5114 4.0466
N -8.9991 -0.8994 -3.4689
H -6.4256 -5.5973 -6.3739
C 4.2657 3.5201 -5.5038
H -4.2558 -5.5472 -3.1859
H -3.3875 -2.1853 -2.4541
H 5.9295 4.3361 7.2258
O 2.7898 0.0676 9.1238
H 4.1738 0.8964 3.4380
C -1.3847 -2.1721 0.9587
C -6.0301 -8.0811 -2.9449
H -0.4971 2.4320 -4.7641
H 11.1982 0.3959 3.4404
H 0.5335 -1.4600 1.0947
H -1.1148 1.4287 2.4476
H -0.6539 4.8454 0.8681
N -5.4982 -7.7633 -7.3121
O -5.1233 -7.3226 -2.6521
H -0.5011 -0.5118 0.0839
H -2.6736 -0.9496 -0.1771
N 10.3083 -0.0587 3.3724
H -5.0549 -5.1779 -5.4154
H -2.6984 3.2839 -2.2016
C 7.3805 5.8365 7.4305
N -3.9247 -4.6155 -2.9783
H 5.9264 2.3475 -5.3357
C 5.4127 1.4724 5.8475
H -5.9545 1.1923 -4.0361
C 3.2029 -0.7794 2.6898
C -2.2344 1.4723 -3.2118
N 8.2704 5.1321 6.6658
N 0.2592 5.0927 0.5531
N 8.0633 -0.1299 3.9321
H 7.9304 -0.9753 3.4119
N -1.9391 1.1933 1.9285
N 1.4316 -0.6548 7.4561
H -0.4781 5.3069 -4.8877

Properties
charge = -1
E_HOMO = -5.3 eV
gap between HOMO and LUMO = 6.86 eV
2S+1 = 1


[3]
Formula: C21H63Ag2N13O11
Source: OMol25
Level of theory: ωB97M-V with the def2-TZVPD basis set

Positions of all 110 atoms, in Å:
H 4.9804 1.6468 0.2345
H -5.5274 1.1685 1.9803
H 2.7238 -3.8953 0.1926
C 4.2643 2.2254 -1.7421
H -2.0153 0.2222 2.5017
H -6.9948 0.8444 1.2549
C 4.0089 -6.2690 -1.1997
H -0.0932 1.0609 -1.9067
H 4.5259 -7.1962 -0.9525
C -2.4084 3.8701 -0.8637
H 2.5621 1.7939 3.4473
H -2.0176 -5.7098 -2.1242
C 1.8897 5.2350 -0.0625
C 0.8853 -1.4981 4.6746
N -0.0174 -0.6800 5.1054
H -4.7061 0.0657 0.5743
H -2.5224 4.6395 -1.6273
H -0.5292 -0.8662 5.9560
O 4.0006 0.0056 -0.4572
O 1.2842 3.7613 4.5643
H -6.0092 2.0387 -0.9019
O -1.4195 -0.5984 -1.7413
H 3.7311 -1.7669 0.4849
H -0.2539 0.0609 4.4610
H 4.1394 -6.0839 -2.2659
N -4.8019 -0.5799 3.7572
N 1.2626 -1.2920 3.4808
C 3.4414 -0.7203 0.5779
H 5.3392 3.8564 -1.5073
H -1.1389 1.6977 0.3440
O 1.2306 -2.4618 5.3553
H 1.9756 -6.0971 1.2701
O 2.6192 -6.4658 -1.0724
H -4.3744 3.5303 0.6254
O -0.3790 0.1694 1.4862
H 2.4226 3.7934 1.2791
N -2.6374 -5.3019 -1.4390
H 0.8423 -5.5800 -1.5048
H 2.3531 -0.6597 0.5848
N -2.8692 0.2181 3.0412
H -3.0148 0.8395 3.8240
H 4.4969 -5.5277 -0.5670
C -3.8748 -0.6370 2.8905
C 1.4105 -5.1693 1.3596
H -2.5193 4.3507 0.1084
H 0.8974 -0.6106 2.8308
H -1.4984 -2.4747 -2.2028
N 4.3622 3.6547 -1.6651
H -5.6367 -1.1346 3.6328
H 2.2153 -4.6970 -2.0069
H 0.1383 1.1383 -4.5482
C -0.7098 0.8802 -6.6092
C 1.8295 -5.2690 -1.1630
H 1.0723 1.4767 2.5212
H 1.9641 -1.9290 3.1314
O -3.3743 2.8582 -1.0189
O -3.3144 -3.3112 -0.6161
C -5.4023 1.6903 -0.0662
H -1.3677 3.5859 -1.0189
H -0.5357 0.0506 -7.2945
H -3.1914 -5.9161 -0.8592
H -0.8436 3.8811 3.3416
O -3.8986 -1.3688 1.9227
C -0.3140 0.2592 -1.2020
O 1.0799 5.6941 -0.8566
H 1.1207 -2.4513 -0.0292
C -6.1956 1.5850 1.2265
H 0.2909 -3.3357 -0.9784
O -1.6254 -0.0236 -4.6198
N -4.9038 0.3359 -0.3786
Ag -1.9145 -1.6174 0.5721
C -4.1478 2.5979 0.1085
H 3.8754 4.0640 -0.8805
H 0.1548 -0.3833 -5.1796
H 3.2874 2.0022 0.0501
H 0.5885 -0.3415 -1.3151
H 3.3609 2.0232 -2.3175
H -1.1163 -4.0990 -2.6187
H 0.4890 1.6538 0.2988
C 4.1185 1.4658 -0.4078
N -0.2233 3.1217 3.0994
H 3.7246 5.5897 0.8390
C 0.9385 2.9908 3.7151
H 6.2138 1.2554 -1.9460
H -6.5789 2.5051 1.6677
H 5.8916 2.2471 -3.3543
N 3.0404 5.8256 0.1345
H 5.0935 0.7229 -3.0442
H -1.4148 -0.3876 -3.7568
C -2.6202 -3.9869 -1.3969
N 1.6172 2.0225 3.1733
H -0.6058 2.4679 2.4313
C 5.4164 1.6520 -2.5745
H 0.3841 -5.5179 1.4736
N 0.6853 -3.3625 -0.0489
N 1.7745 4.1262 0.5797
Ag -3.4148 0.8671 -2.2227
C 1.7650 -4.4037 0.0916
H -0.0931 1.7129 -6.9471
H 1.6838 -4.5492 2.2133
N -1.7356 -3.4549 -2.1478
H 0.8744 3.7054 0.3986
C -0.3457 0.9532 0.2758
H 3.2877 6.6017 -0.4626
H -3.5636 2.1804 0.9286
H 3.7168 -0.4116 1.5863
H -4.7510 -0.0018 4.5838
C -0.4788 0.5037 -5.1844
H -1.6874 1.3005 -6.8451
H -5.7151 -0.2476 -0.5255

Properties
charge = 0
E_HOMO = -8.3 eV
gap between HOMO and LUMO = 8.10 eV
2S+1 = 1


charge of number 1 (C21H60F6O9P)?
-1